(1)
A cluster of 7 separate species, C55H121N6O3 in total at a distorted geometry. Source: OMol25; level of theory: ωB97M-V with the def2-TZVPD basis set.

Geometry as XYZ:
```
185
Properties=species:S:1:pos:R:3:forces:R:3
C 5.82577 18.55253 5.74758 -0.7 -1.2 -1.0
C 6.70277 19.20697 6.75286 0.7 1.7 0.1
C 8.18244 19.32187 6.18315 -1.0 0.3 1.9
N 9.23172 19.64879 7.30549 1.0 0.1 0.8
C 8.99549 21.00652 8.01952 -0.2 0.6 -1.6
C 10.17828 21.63695 8.72743 0.9 -0.8 -0.4
C 11.39583 21.81062 7.82255 -0.2 -0.1 -0.1
C 11.82861 20.42822 7.25529 -1.2 1.7 0.3
C 10.63773 19.76717 6.55170 -0.6 -0.5 -0.4
C 9.22885 18.56146 8.40260 0.9 -1.0 -1.4
H 4.77692 18.34760 5.96208 0.1 0.0 1.1
H 6.26982 17.57676 5.55064 -0.2 -0.1 -0.7
H 5.64254 19.15902 4.86061 0.9 0.0 -0.4
H 6.61300 18.78322 7.75309 0.4 -0.4 -0.2
H 6.30784 20.21762 6.85636 0.3 0.3 0.3
H 8.23472 20.13197 5.45576 0.0 0.0 0.2
H 8.48466 18.39795 5.69007 0.2 -0.1 0.3
H 8.79638 21.68656 7.19127 -0.3 0.0 -0.2
H 8.10408 21.01695 8.64672 0.0 -0.7 -0.1
H 9.82963 22.60814 9.07860 0.0 -0.2 0.4
H 10.57342 20.98898 9.50980 -0.5 0.2 0.7
H 11.21894 22.52419 7.01780 -0.2 -0.1 -0.2
H 12.19622 22.26272 8.40828 0.1 -0.2 0.0
H 12.52515 20.72822 6.47240 0.4 -0.9 0.0
H 12.27372 19.89339 8.09430 0.1 -0.5 -0.5
H 10.41185 20.28376 5.61885 -0.3 0.9 0.4
H 10.87826 18.81697 6.07487 -0.1 -0.7 0.9
H 10.23171 18.35428 8.77604 0.1 0.8 0.1
H 9.04095 17.61536 7.89496 -0.6 0.0 0.0
H 8.54793 18.68001 9.24545 -0.1 0.6 -0.5
C -1.50455 11.31940 -2.27257 -0.7 1.0 -0.4
C -0.40075 10.35361 -1.95021 1.7 -1.6 0.4
C -0.64077 9.48778 -0.72880 0.2 -0.1 1.8
N 0.61762 8.64142 -0.15947 -0.5 0.0 0.7
C 1.72376 9.50592 0.46006 0.0 0.8 0.7
C 1.25545 10.36617 1.68154 -1.2 0.0 -1.0
C 0.68213 9.48152 2.81541 1.1 0.4 -0.7
C -0.30828 8.49663 2.31512 -1.1 -0.9 -1.6
C 0.15110 7.73007 1.00086 -0.6 0.9 0.6
C 1.23863 7.74212 -1.23123 0.4 0.9 1.0
H -2.21266 10.85056 -2.95585 -0.3 0.1 0.4
H -1.23634 12.26564 -2.74246 0.9 -0.4 -0.7
H -2.00468 11.81290 -1.43925 -0.3 -0.9 0.6
H 0.59795 10.76821 -1.81307 -0.1 0.7 -0.1
H -0.24113 9.58696 -2.70842 -0.2 0.5 -0.8
H -1.46136 8.78146 -0.85460 0.3 -0.3 -0.2
H -0.94788 10.10401 0.11621 0.2 -0.1 0.1
H 2.14283 10.10996 -0.34469 -0.1 0.1 0.1
H 2.52288 8.88782 0.86925 -0.1 -0.7 -0.5
H 0.51510 11.03325 1.23997 -0.5 0.1 0.4
H 2.00442 11.07504 2.03460 0.5 -0.5 -0.1
H 0.21917 10.00598 3.65130 0.4 0.4 -0.1
H 1.52786 8.90012 3.18257 0.2 0.1 0.4
H -1.29943 8.91750 2.14603 0.1 0.4 -0.3
H -0.54169 7.81633 3.13415 0.3 -0.6 -0.3
H -0.65650 7.15053 0.55363 0.1 -0.3 0.4
H 1.02101 7.12199 1.24908 -0.1 -0.2 -0.2
H 2.10449 7.26172 -0.77559 -0.1 0.0 0.1
H 1.63297 8.42315 -1.98541 -0.4 -0.4 -0.4
H 0.57092 6.94262 -1.55229 -0.3 0.5 -0.2
C 4.17949 15.75971 -1.50619 0.4 -1.1 1.2
C 5.43482 16.66485 -1.30145 -0.8 -1.6 -1.2
C 6.73573 15.86204 -1.76847 -1.2 2.4 0.2
N 7.87734 16.88349 -1.98813 0.9 -0.9 0.2
C 7.97819 17.59038 -0.58057 -0.2 0.1 -1.6
C 9.25199 18.35859 -0.42575 -0.6 -0.7 -0.3
C 10.43312 17.44472 -0.57735 1.1 -0.3 -1.4
C 10.47187 16.76731 -2.00497 -1.8 0.1 0.9
C 9.11825 16.00326 -2.27143 1.3 1.1 1.1
C 7.67887 17.85102 -3.20224 -1.5 -1.1 1.0
H 3.43529 15.93796 -0.72999 -0.3 0.7 -0.5
H 4.41658 14.73664 -1.21424 0.6 -0.3 0.1
H 3.73580 15.57728 -2.48494 0.1 1.0 -0.1
H 5.45547 16.93969 -0.24686 0.3 -0.3 -0.1
H 5.25758 17.59962 -1.83333 0.4 -0.1 -0.3
H 6.61405 15.25601 -2.66627 -0.2 0.3 -0.2
H 7.03906 15.19452 -0.96193 0.2 0.2 -0.1
H 7.82674 16.81677 0.17224 -0.1 0.1 -0.1
H 7.19731 18.34805 -0.64573 -0.4 -0.5 0.5
H 9.21642 18.77717 0.58004 0.1 0.5 -0.2
H 9.13437 19.09871 -1.21726 0.9 0.6 0.3
H 10.42206 16.69109 0.21005 0.0 -0.1 0.0
H 11.35278 18.02144 -0.47881 0.1 -0.1 0.1
H 11.24986 16.00877 -2.09137 0.1 0.3 0.0
H 10.60580 17.54465 -2.75722 0.2 -0.1 -0.1
H 9.08712 15.18543 -1.55152 -0.2 0.0 0.0
H 9.12851 15.56737 -3.27042 -0.6 0.3 -0.1
H 7.20461 17.20543 -3.94143 0.7 0.0 -0.4
H 8.56269 18.39894 -3.52897 0.1 -0.6 0.2
H 6.86682 18.55119 -3.00618 0.3 0.2 0.6
C 10.98902 -0.66522 2.21755 0.3 0.8 -0.5
C 11.29543 0.86233 2.37043 -0.3 -0.6 0.7
C 10.08732 1.63997 1.77075 0.8 -0.1 -0.2
N 10.26031 3.15721 1.58515 0.6 -0.3 -0.5
C 10.72065 3.76800 2.89291 0.8 -1.6 0.0
C 10.58637 5.21823 3.02072 0.1 1.9 -0.2
C 9.27070 5.81364 2.53316 -0.9 -0.7 -0.4
C 8.90140 5.31036 1.10924 0.8 0.1 0.8
C 8.95216 3.74338 1.05728 1.2 1.6 -0.8
C 11.40420 3.39078 0.51602 -0.9 0.4 0.9
H 10.77716 -0.83922 1.16259 -0.3 -0.2 0.0
H 10.14474 -0.97320 2.83434 0.1 0.0 -0.1
H 11.84866 -1.30915 2.40318 0.0 0.3 0.4
H 12.29380 1.07349 1.98734 -0.3 0.2 -0.9
H 11.47524 1.10778 3.41710 -0.6 0.0 0.3
H 9.16321 1.50128 2.33189 0.2 0.1 0.4
H 9.86742 1.20122 0.79748 0.1 0.3 -0.3
H 10.26838 3.35667 3.79533 -0.5 -0.8 -0.6
H 11.76002 3.44002 2.87730 0.1 0.3 0.6
H 10.69020 5.46362 4.07765 0.1 -0.1 0.1
H 11.42057 5.72947 2.54026 0.0 0.1 -0.3
H 8.42214 5.49529 3.13872 0.2 0.0 0.6
H 9.35038 6.89564 2.63814 -0.2 0.0 -0.4
H 7.90352 5.60709 0.78630 -0.1 -0.1 0.3
H 9.56072 5.84862 0.42830 0.3 -0.6 -0.4
H 8.09452 3.34476 1.59917 0.3 -0.3 -0.1
H 9.00106 3.48241 0.00011 -0.7 -0.4 0.1
H 12.36851 3.02135 0.86492 -0.4 -0.4 0.2
H 11.54367 4.46431 0.38885 -0.4 0.0 -0.1
H 11.10736 2.92444 -0.42340 0.0 0.0 0.2
C 14.59824 14.57995 5.93797 0.5 -0.1 0.7
C 14.31557 13.46058 4.92632 0.4 0.8 -0.4
C 15.57156 13.18529 3.92770 -1.9 -0.5 1.9
N 15.28917 11.99761 2.96758 1.6 -0.6 -0.2
C 13.87243 12.08025 2.38262 0.8 0.2 -0.9
C 13.63638 11.28740 1.02926 1.3 0.1 0.5
C 14.78979 11.41833 0.00058 1.2 -0.1 1.8
C 16.16228 11.18759 0.70989 -0.8 0.8 0.4
C 16.30440 12.22154 1.88943 0.2 -1.7 -2.0
C 15.58045 10.59760 3.69337 -1.0 2.7 0.1
H 13.76101 14.99417 6.49972 -0.7 -0.6 -0.5
H 14.95888 15.46936 5.42125 0.6 -0.2 0.1
H 15.22294 14.23612 6.76237 0.7 0.3 -0.3
H 13.40412 13.86321 4.48443 0.2 -0.4 -1.1
H 13.96572 12.54378 5.40087 0.4 -0.1 0.2
H 16.48471 12.95443 4.47630 -0.3 -0.7 0.4
H 15.95469 14.07069 3.42036 -1.0 0.0 -0.7
H 13.85294 13.15506 2.20235 -0.8 0.0 -0.1
H 13.20014 11.79519 3.19186 -0.1 0.1 -0.3
H 12.73032 11.63572 0.53344 -0.2 -0.1 0.6
H 13.57879 10.22589 1.27006 -0.5 0.0 0.0
H 14.86885 12.44179 -0.36598 -0.4 -0.1 -0.6
H 14.75389 10.64147 -0.76316 -0.5 0.5 -0.3
H 16.93605 11.36232 -0.03767 0.2 0.1 0.3
H 16.25315 10.14987 1.03080 0.1 0.0 0.2
H 16.14623 13.19553 1.42638 -0.1 0.1 0.4
H 17.30805 12.17002 2.31149 -0.2 0.1 0.2
H 15.39298 9.73642 3.05204 0.0 0.4 0.0
H 14.86652 10.73590 4.50532 0.1 -0.9 0.1
H 16.58423 10.63620 4.11652 0.0 -0.1 -0.4
C 12.08700 12.24804 11.53587 -0.6 1.0 0.2
C 12.99130 13.08983 12.48209 0.6 -0.9 -0.8
C 14.13108 12.14085 12.82643 1.1 0.1 1.1
N 15.24645 12.65985 13.80058 -0.2 0.3 0.5
C 14.56305 12.98979 15.14157 1.1 -0.6 1.1
C 15.61091 13.09453 16.38315 -0.9 0.7 -2.1
C 16.63766 11.96619 16.42970 -0.5 0.6 0.5
C 17.35556 11.71529 15.11031 -1.3 0.0 -0.3
C 16.33609 11.48209 13.93503 -0.7 1.5 0.5
C 15.87265 13.95057 13.24489 0.5 -2.1 -0.6
H 12.56616 11.52730 10.87327 0.4 0.0 0.3
H 11.56500 12.93412 10.86885 -0.2 -0.1 0.1
H 11.34195 11.75459 12.15998 0.0 -0.2 -0.3
H 12.39931 13.40391 13.34174 0.2 -0.1 0.1
H 13.36625 13.98544 11.98671 0.0 0.0 -0.1
H 14.68005 11.75137 11.96908 -0.1 0.5 -0.3
H 13.72297 11.24206 13.28873 0.0 0.1 0.3
H 13.81694 12.20591 15.27182 0.1 0.0 0.2
H 14.05719 13.93509 14.94508 0.0 -0.1 0.4
H 15.17740 13.31695 17.35819 -0.8 -0.7 -0.2
H 16.04287 14.07829 16.19946 0.9 -0.1 -0.2
H 16.22078 11.02966 16.80013 -0.4 0.0 -0.1
H 17.33763 12.27111 17.20763 0.3 -0.2 -0.2
H 17.90941 10.79639 15.30264 0.4 0.1 -0.7
H 18.00708 12.56505 14.90654 0.2 -0.3 -0.3
H 15.69554 10.60837 14.05509 0.3 -0.1 0.3
H 16.77187 11.44078 12.93679 0.2 0.0 0.2
H 16.29281 13.58955 12.30615 0.2 0.4 -0.2
H 16.72163 14.23161 13.86807 -0.5 0.3 0.1
H 15.14666 14.72629 13.00136 0.0 -0.2 0.6
O 7.09872 12.26252 3.75825 -1.2 -0.8 0.4
C 8.18853 13.02537 3.87300 1.9 2.3 3.7
O 8.77851 13.18350 2.80635 1.5 0.2 -3.4
O 8.54892 13.51378 4.94310 -0.4 0.1 1.3
H 7.41690 12.23580 2.85290 -1.6 -1.6 -2.1
```
Forces are in eV/Å.

Multiplicity: 1
E in Ha: -2720.70178
Strongest force on any atom in eV Å⁻¹: 4.73
HOMO-LUMO gap in eV: 6.44
LUMO in eV: -7.20
ΔE to the lowest compared entry with this formula, charge and spin in kJ/mol: 69.3
HOMO in eV: -13.6
Total charge: +5

(2)
A cluster of 2 separate species, C5H16N3 in total at a distorted geometry. Source: OMol25; level of theory: ωB97M-V with the def2-TZVPD basis set.

Geometry as XYZ:
```
24
Properties=species:S:1:pos:R:3:forces:R:3
C 2.31910 -0.81569 1.08127 0.2 0.2 -1.2
C 2.49168 -1.62579 -0.20633 1.2 -0.6 0.9
C 0.44873 0.77790 1.32668 0.0 0.3 0.3
N 1.60232 0.43894 0.76261 -0.8 -1.1 1.3
N -0.38347 -0.13071 1.82684 0.1 -1.1 -0.5
N 0.13813 2.06357 1.42154 -0.5 0.9 0.1
H 1.79158 -1.33496 1.87332 -0.1 -0.1 -0.1
H 3.27873 -0.55127 1.48171 0.5 0.3 0.2
H 3.32292 -2.33941 -0.12923 -0.3 -0.1 0.5
H 2.88335 -1.00827 -1.01369 -0.8 0.2 -0.3
H 2.03312 1.11139 0.17789 0.5 0.6 -0.4
H -0.35454 -1.05655 1.42758 0.1 0.0 0.0
H -1.22837 0.03961 2.34443 0.1 0.6 0.1
H 0.83644 2.76877 1.58759 0.2 -0.1 -0.3
H -0.80160 2.35548 1.63419 -0.1 -0.2 0.0
H 1.60765 -2.22210 -0.36583 -0.3 0.2 -0.8
C -2.73309 -0.17320 -2.48940 -0.9 -0.5 -0.4
C -2.24173 0.56578 -1.24782 0.0 0.6 -1.4
H -3.08083 -1.18386 -2.24597 -0.1 0.2 0.3
H -3.58182 0.30546 -2.98448 0.1 0.1 0.1
H -2.00714 -0.38836 -3.25994 0.6 0.5 -0.1
H -2.21615 1.64671 -1.34171 -0.5 0.4 -0.5
H -2.95351 0.36086 -0.45452 0.7 -0.3 0.7
H -1.17149 0.39570 -1.20676 0.2 -0.8 1.2
```
Forces are in eV/Å.

Multiplicity: 1
E in Ha: -364.14868
Strongest force on any atom in eV Å⁻¹: 1.90
HOMO-LUMO gap in eV: 11.40
LUMO in eV: -2.92
ΔE to the lowest compared entry with this formula, charge and spin in kJ/mol: 70.0
HOMO in eV: -14.3
Total charge: +1

(3)
The molecule C3H5ClNO2PS at a distorted geometry. Source: OMol25; level of theory: ωB97M-V with the def2-TZVPD basis set.

Geometry as XYZ:
```
14
Properties=species:S:1:pos:R:3:forces:R:3
C -0.84083 -0.61422 0.81465 2.2 0.4 0.9
C -0.56696 -1.70063 -0.26831 0.0 1.5 0.4
C -0.12306 1.64113 1.47332 3.6 0.2 -1.3
N -0.38575 0.61244 0.59529 -0.8 -2.0 -3.2
O -1.31384 -0.95664 1.90403 -0.4 -0.1 -0.6
O 0.01779 0.19267 -3.04234 -2.0 0.6 -1.8
P 1.00088 0.15348 -2.01553 1.7 -2.1 3.6
S 1.18593 -1.78408 -0.96297 -0.9 1.1 0.2
Cl 2.89173 0.60916 -2.69784 -0.9 0.0 0.7
H -0.88622 -2.57899 0.34438 0.5 0.1 -1.4
H -1.14732 -1.35656 -1.12820 -0.4 -1.0 0.1
H 0.23153 1.31831 2.40722 0.3 -0.8 1.5
H 0.77734 2.10518 0.98116 -0.7 0.4 0.8
H -0.84121 2.35876 1.59513 -2.2 1.8 0.1
```
Forces are in eV/Å.

Multiplicity: 1
E in Ha: -1522.18865
Strongest force on any atom in eV Å⁻¹: 4.49
HOMO-LUMO gap (spin up / spin down) in eV: 5.30 / 5.31
LUMO (spin up / spin down) in eV: -3.61 / -3.61
ΔE to the lowest compared entry with this formula, charge and spin in kJ/mol: 451.9
HOMO (spin up / spin down) in eV: -8.9 / -8.9
Total charge: 0

(4)
The ion C4H5N2 with charge +1 at a distorted geometry. Source: OMol25; level of theory: ωB97M-V with the def2-TZVPD basis set.

Geometry as XYZ:
```
11
Properties=species:S:1:pos:R:3:forces:R:3
C 0.11354 -0.83145 -0.32215 2.2 1.7 1.3
C -1.11857 -1.17094 -0.78495 -0.6 -0.4 -0.4
C -1.95368 -0.01629 -0.54932 -1.7 -1.0 -0.8
C 1.81932 0.65956 0.77461 1.5 1.4 1.1
N -1.48695 1.00376 -0.03301 -0.2 1.7 0.6
N 0.79414 -0.02974 0.18925 -1.1 -3.3 -1.7
H -1.42104 -2.09489 -1.23958 0.0 -0.1 -0.1
H -3.00768 -0.08207 -0.84895 0.1 0.1 0.1
H 1.97134 0.30177 1.80079 -0.1 0.1 -0.2
H 1.53968 1.71717 0.80176 0.1 -0.1 0.0
H 2.74990 0.54313 0.21155 -0.2 -0.1 0.0
```
Forces are in eV/Å.

Multiplicity: 1
E in Ha: -264.48359
Strongest force on any atom in eV Å⁻¹: 3.82
HOMO-LUMO gap (spin up / spin down) in eV: 9.15 / 7.46
LUMO (spin up / spin down) in eV: -5.94 / -7.81
ΔE to the lowest compared entry with this formula, charge and spin in kJ/mol: 346.1
HOMO (spin up / spin down) in eV: -15.1 / -15.3
Total charge: +1